C3H4LiO3Tl | the ωB97M-V functional and the def2-TZVPD basis

The geometry in XYZ format:
```
12
Properties=species:S:1:pos:R:3:forces:R:3
H 0.3081 2.6819 2.3181 -1.228 -1.483 -2.864
C -0.3807 -0.6931 -1.1108 -1.370 -0.424 0.018
C -0.7500 -0.9567 0.2909 0.159 -0.673 0.029
O -0.9519 0.2733 1.0981 0.317 1.074 -0.278
C 0.1133 0.9871 1.3194 0.511 -1.489 -0.706
O -0.2295 2.2212 1.5333 0.223 2.465 3.534
O 0.8491 -0.3545 -1.4148 1.793 0.740 0.009
Li 1.7836 0.7402 0.0206 -0.412 -0.558 -0.208
H -1.1436 -0.7070 -1.9002 0.257 0.026 0.329
H 0.0401 -1.5259 0.8059 -0.232 0.104 -0.075
H -1.7082 -1.4813 0.3602 0.274 0.200 0.060
Tl 2.0695 -1.1852 -3.3208 -0.292 0.020 0.151
```
Positions in Å, forces in eV/Å.

The value obtained for the molecular weight is 299.39 g mol⁻¹. The calculation puts the energy above the lowest of the compared OMol25 structures with the same formula, charge and spin at 42.5 kcal per mole. As for the charge: +1. As for the spin multiplicity: 2. The expectation value of S² is 0.753. The LUMO energy (spin up / spin down) is -4.33 / -4.35 eV.


C3H4N | the ωB97M-V functional and the def2-TZVPD basis

The geometry in XYZ format:
```
8
Properties=species:S:1:pos:R:3:forces:R:3
C -2.4029 0.0595 0.0157 5.208 -0.919 -0.054
C 1.2268 -0.1984 0.2350 -0.072 -2.554 -1.215
C 0.2859 0.5642 -0.2203 -2.842 -0.089 1.523
N -1.2518 -0.1107 -0.0007 -1.326 2.386 -0.485
H -3.4172 0.2120 0.0505 -2.200 0.108 0.076
H 2.1700 0.1204 -0.0491 2.084 1.231 0.199
H 1.2627 -1.2996 0.4138 -0.798 1.145 0.290
H 0.1628 1.6670 -0.3323 -0.053 -1.307 -0.335
```
Positions in Å, forces in eV/Å.

The value obtained for the molecular weight is 54.07 g mol⁻¹. The calculation puts the energy above the lowest of the compared OMol25 structures with the same formula, charge and spin at 22.1 kcal per mole. As for the charge: +1. The SMILES is C#[N+]C=C. The LUMO energy is -5.59 eV.


C3H4N2 | the ωB97M-V functional and the def2-TZVPD basis

The geometry in XYZ format:
```
9
Properties=species:S:1:pos:R:3:forces:R:3
C 1.9673 0.6131 0.7028 0.625 -2.727 1.549
C 0.5703 -0.0327 0.7442 4.177 0.858 -1.125
C -1.2201 -0.2355 -0.5768 5.876 -0.223 0.978
H 1.6475 1.4095 1.3310 1.104 0.865 1.905
H 2.2039 1.2051 -0.1589 0.084 -0.770 -1.138
H 2.8291 -0.1760 1.0442 -1.968 2.545 -0.404
H 0.2929 -0.2050 1.7997 -1.229 -0.207 -0.876
N 0.1298 -0.1275 -0.4396 -2.541 0.585 0.591
N -2.2553 -0.4872 -0.8800 -6.129 -0.926 -1.480
```
Positions in Å, forces in eV/Å.

The value obtained for the molecular weight is 68.08 g mol⁻¹. The calculation puts the energy above the lowest of the compared OMol25 structures with the same formula, charge and spin at 58.6 kcal per mole. The SMILES is C/C=N/C#N. The LUMO energy is 0.16 eV.


C3H4N2 | the ωB97M-V functional and the def2-TZVPD basis

The geometry in XYZ format:
```
9
Properties=species:S:1:pos:R:3:forces:R:3
C -0.3496 -0.3027 -0.5753 -0.350 -0.763 0.785
C 0.3839 -0.9340 0.6203 -0.405 1.376 -0.994
C -0.0651 1.1241 -0.2276 -0.311 1.069 -0.825
H -0.0876 -0.7101 -1.5739 0.112 0.540 0.564
H -1.4575 -0.4469 -0.4824 0.725 -0.090 0.033
H 0.6063 -1.9594 0.7925 -0.273 -0.745 0.129
H -0.4976 1.9980 -0.8136 0.890 -1.145 0.871
N 0.8533 -0.0578 1.4143 0.436 0.749 -0.517
N 0.6140 1.2888 0.8458 -0.824 -0.991 -0.047
```
Positions in Å, forces in eV/Å.

The value obtained for the molecular weight is 68.08 g mol⁻¹. The calculation puts the energy above the lowest of the compared OMol25 structures with the same formula, charge and spin at 39.9 kcal per mole. The SMILES is C1=NN=CC1. The LUMO energy is 0.81 eV.


C3H4N2 | the ωB97M-V functional and the def2-TZVPD basis

The geometry in XYZ format:
```
9
Properties=species:S:1:pos:R:3:forces:R:3
C -0.9247 0.4572 0.6129 -1.246 -1.332 0.658
C 0.4489 0.3651 0.1172 -0.234 -1.318 -0.393
C 1.0757 -0.9725 -0.2845 -1.983 -0.579 -1.082
H 1.1383 0.9887 0.6041 0.640 0.905 0.822
H 0.4263 -1.9170 -0.5305 1.316 1.995 1.121
H 2.1147 -1.1503 0.0752 -0.861 0.321 -0.672
H 1.5185 0.5214 -1.6065 1.692 1.465 -0.605
N -1.9559 0.2291 1.1038 1.581 0.856 -0.885
N 0.6992 0.1221 -1.2774 -0.906 -2.314 1.037
```
Positions in Å, forces in eV/Å.

The value obtained for the molecular weight is 68.08 g mol⁻¹. The calculation puts the energy above the lowest of the compared OMol25 structures with the same formula, charge and spin at 47.8 kcal per mole. The SMILES is N#C[C@H]1CN1. The LUMO energy is 0.79 eV.


C3H4N2 | the ωB97M-V functional and the def2-TZVPD basis

The geometry in XYZ format:
```
9
Properties=species:S:1:pos:R:3:forces:R:3
C 0.7637 0.2861 -0.0531 -2.080 4.510 0.169
C -0.4183 1.2628 -0.1206 1.157 -6.533 1.098
C -1.6108 0.2733 0.0520 -1.795 -4.454 -2.014
H 1.5697 -1.6960 0.1405 -2.120 2.074 -0.620
H -0.1810 -1.3808 -0.0051 -1.456 -1.341 0.036
H 1.7350 0.7692 0.0603 -0.107 -0.224 -0.258
H -0.3719 2.3404 0.0803 -0.107 -0.927 -0.094
N 0.7358 -1.0408 -0.0775 2.566 -0.580 0.436
N -2.2221 -0.8141 -0.0769 3.942 7.476 1.247
```
Positions in Å, forces in eV/Å.

The value obtained for the molecular weight is 68.08 g mol⁻¹. The calculation puts the energy above the lowest of the compared OMol25 structures with the same formula, charge and spin at 57.4 kcal per mole. The SMILES is N#C/C=C\N. The LUMO energy is 0.70 eV.


C3H4N2 | the ωB97M-V functional and the def2-TZVPD basis

The geometry in XYZ format:
```
9
Properties=species:S:1:pos:R:3:forces:R:3
C -0.6749 -1.0207 0.0453 3.108 -1.003 -0.031
C 0.6928 -0.7500 0.0204 0.081 -0.034 0.057
C -0.5366 1.1189 0.0093 1.201 -3.553 0.946
N -1.3673 0.1202 0.0624 -1.746 0.294 -0.392
N 0.7830 0.6309 0.1030 -2.143 1.461 -1.014
H -0.9982 -2.0525 0.0280 -0.755 0.350 0.081
H 1.5825 -1.4179 -0.0592 -1.007 0.865 0.227
H -0.9501 2.0636 -0.0387 0.295 2.191 0.030
H 1.4689 1.3074 -0.1706 0.967 -0.572 0.097
```
Positions in Å, forces in eV/Å.

The value obtained for the molecular weight is 68.08 g mol⁻¹. The calculation puts the energy above the lowest of the compared OMol25 structures with the same formula, charge and spin at 12.5 kcal per mole. The SMILES is c1c[nH]cn1. The LUMO energy is 0.98 eV.


C3H4N2 | the ωB97M-V functional and the def2-TZVPD basis

The geometry in XYZ format:
```
9
Properties=species:S:1:pos:R:3:forces:R:3
N 0.8248 -0.5669 0.8905 -0.651 0.516 -0.640
C -1.3138 -0.2111 0.3947 0.895 -0.813 0.081
C -1.1565 0.3897 -0.7558 0.395 -0.023 0.799
N 0.1603 0.7832 -0.8889 0.777 -0.202 -1.226
C 1.0728 0.1919 -0.1393 -0.062 0.389 -0.395
H 1.6754 -1.0672 1.2101 -1.019 0.185 0.097
H -1.5256 -0.4335 1.4080 -0.580 -0.198 0.157
H -1.8220 0.5440 -1.6207 0.100 0.114 0.918
H 2.0846 0.3699 -0.4986 0.146 0.033 0.209
```
Positions in Å, forces in eV/Å.

The value obtained for the molecular weight is 68.08 g mol⁻¹. The calculation puts the energy above the lowest of the compared OMol25 structures with the same formula, charge and spin at 100.4 kcal per mole. The LUMO energy (spin up / spin down) is -0.49 / -0.49 eV.


Q: Which of these has the highest molecular weight?
A: C3H4LiO3Tl